No. 1
The following is a DFT calculation (wB97M-V/def2-TZVPD) of a cluster of 15 separate species, C5H38NO14 in total.

As for the gap between HOMO and LUMO (spin up / spin down): 9.42 / 5.16 eV. The HOMO energy (spin up / spin down) comes out at -16.774 / -16.773 eV. As for the spin multiplicity: 2. Its expectation value of S² is 0.755. The calculation puts the relative energy (zero: lowest compared OMol25 entry of this formula, charge and spin) at 169.9 kcal/mol. The net charge is +2.

Each line ends with the Löwdin charge.
Cartesian coordinates (Å):
C  1.718  -3.245  0.056  -0.07
C  1.050  -2.034  0.562  -0.21
C  0.823  -1.005  -0.493  0.05
C  0.309  0.151  -0.108  0.14
N  0.196  1.074  -1.298  0.04
C  1.115  1.907  -1.764  0.18
H  2.067  -3.281  -1.061  0.13
H  1.019  -4.112  -0.195  0.12
H  2.422  -3.564  0.863  0.11
H  1.596  -1.547  1.370  0.13
H  -0.094  -2.106  0.805  0.18
H  1.207  -1.099  -1.537  0.15
H  0.124  0.677  0.735  0.10
H  -0.773  0.754  -1.749  0.14
H  1.882  2.216  -1.120  0.06
H  0.982  2.171  -2.823  0.13
H  0.931  2.264  2.238  0.03
H  -0.307  1.675  3.151  0.04
O  -0.009  2.264  2.394  -0.10
H  2.061  0.777  4.002  0.04
H  1.530  -0.441  3.193  -0.06
O  1.705  0.432  3.246  0.04
H  4.205  -1.193  -2.076  0.01
H  4.607  -1.347  -0.549  0.09
O  4.148  -0.837  -1.246  0.00
H  -2.355  1.698  -0.104  0.02
H  -3.300  2.865  -0.834  0.10
O  -2.686  2.103  -0.938  -0.08
H  0.645  -3.097  3.057  0.06
H  -0.449  -2.152  2.964  0.06
O  0.428  -2.249  3.464  -0.06
H  0.007  -1.349  -2.925  -0.04
H  -0.851  -1.591  -4.073  0.08
O  -0.700  -1.871  -3.167  -0.01
H  -3.230  -0.896  1.744  0.06
H  -2.484  -1.789  0.930  -0.07
O  -2.398  -1.336  1.695  0.01
H  -0.736  1.315  -4.649  0.11
H  -1.414  0.706  -3.372  0.07
O  -0.457  0.819  -3.824  -0.14
H  3.898  1.284  -1.269  0.04
H  4.267  2.235  -0.021  0.02
O  3.731  2.091  -0.742  -0.03
H  -0.648  3.466  -0.676  0.01
H  0.584  3.815  -0.014  0.09
O  0.177  3.850  -0.913  0.01
H  -2.463  -0.819  -2.922  0.12
H  -2.958  0.297  -1.925  0.08
O  -2.187  -0.179  -2.221  -0.10
H  -2.131  -3.257  -1.383  0.09
H  -1.892  -1.692  -1.114  -0.07
O  -2.238  -2.475  -0.833  0.00
H  -2.389  0.156  3.889  0.06
H  -1.025  -0.438  3.935  0.06
O  -1.472  0.455  3.877  -0.05
H  -3.328  2.832  1.890  0.07
H  -1.876  2.341  2.227  -0.04
O  -2.584  2.312  1.648  -0.01

No. 2
The following is a DFT calculation (wB97M-V/def2-TZVPD) of a cluster of 15 separate species, C5H38O14 in total.

As for the gap between HOMO and LUMO: 9.69 eV. The HOMO energy comes out at -10.121 eV. The calculation puts the relative energy (zero: lowest compared OMol25 entry of this formula, charge and spin) at 59.0 kcal/mol. The net charge is 0.

Each line ends with the Löwdin charge.
Cartesian coordinates (Å):
C  1.195  -1.699  1.525  -0.10
C  -0.049  -0.838  1.658  -0.24
C  -1.039  -1.408  0.558  -0.19
C  -2.476  -0.887  0.587  -0.20
C  -3.070  0.120  -0.055  0.03
H  1.916  -1.306  2.260  0.08
H  0.878  -2.720  1.823  0.09
H  1.698  -1.492  0.588  0.05
H  -0.364  -0.774  2.704  0.10
H  0.093  0.138  1.164  0.09
H  -1.215  -2.485  0.520  0.08
H  -0.653  -1.134  -0.435  0.09
H  -3.154  -1.522  1.150  0.07
H  -2.532  0.801  -0.709  0.04
H  -4.138  0.291  -0.183  0.07
H  -1.115  -4.756  1.676  0.03
H  -2.453  -4.141  1.390  0.01
O  -1.928  -4.925  1.165  -0.08
H  4.508  -1.902  0.611  0.04
H  3.645  -1.123  -0.582  0.01
O  4.286  -1.110  0.131  -0.05
H  -3.999  -0.438  2.280  -0.02
H  -3.244  0.602  3.112  0.02
O  -4.028  0.068  3.093  -0.04
H  -1.455  2.530  3.494  0.02
H  -0.524  3.654  3.303  0.02
O  -1.332  3.447  3.768  -0.05
H  0.285  0.801  -3.353  -0.03
H  -0.311  -0.446  -4.067  0.01
O  -0.008  0.484  -4.219  -0.11
H  1.467  3.045  1.094  0.02
H  2.335  1.760  1.376  0.02
O  1.437  2.108  1.361  -0.07
H  -2.274  3.894  -1.653  0.04
H  -0.951  3.283  -0.968  0.02
O  -1.896  3.178  -1.151  -0.04
H  0.144  -4.890  -1.413  0.02
H  -0.582  -4.234  -2.653  0.03
O  0.166  -4.778  -2.366  -0.06
H  2.657  4.426  -0.649  0.01
H  1.150  4.605  -1.222  0.00
O  1.778  4.788  -0.523  -0.04
H  -0.325  2.900  -3.118  0.05
H  0.904  3.477  -3.704  0.07
O  0.593  3.091  -2.886  -0.04
H  -1.277  -2.246  2.967  0.00
H  -2.648  -2.880  3.311  0.04
O  -1.706  -3.025  3.346  -0.03
H  -0.178  -1.640  -2.256  0.03
H  1.016  -2.217  -2.961  0.06
O  0.134  -1.877  -3.143  -0.05
H  1.540  1.328  -1.769  0.02
H  2.542  0.604  -2.642  0.06
O  1.854  0.434  -1.990  -0.06
H  4.300  1.621  -0.224  0.03
H  4.373  2.867  -0.985  0.05
O  4.035  2.544  -0.133  -0.05

No. 3
The following is a DFT calculation (wB97M-V/def2-TZVPD) of a cluster of 13 separate species, C5H39N2O12 in total.

As for the gap between HOMO and LUMO (spin up / spin down): 2.39 / 9.45 eV. The HOMO energy (spin up / spin down) comes out at -2.349 / -9.467 eV. As for the spin multiplicity: 2. Its expectation value of S² is 0.751. The calculation puts the relative energy (zero: lowest compared OMol25 entry of this formula, charge and spin) at 5.8 kcal/mol. The net charge is 0.

Each line ends with the Löwdin charge.
Cartesian coordinates (Å):
C  1.091  -2.322  0.507  -0.06
C  0.241  -1.086  0.697  -0.32
C  -1.178  -1.155  0.110  -0.14
C  -1.926  0.176  0.077  -0.23
C  -3.974  1.201  1.203  -0.11
N  -3.020  0.110  1.077  -0.15
N  0.998  0.043  -0.026  0.17
H  0.782  -2.842  -0.400  0.08
H  0.789  -3.009  1.311  0.08
H  2.160  -2.188  0.641  0.06
H  0.144  -0.740  1.730  0.10
H  -1.702  -1.857  0.764  0.12
H  -1.225  -1.673  -0.842  0.08
H  -1.406  1.134  0.153  0.09
H  -2.406  0.333  -0.898  0.09
H  -3.552  2.129  1.607  0.07
H  -4.236  1.507  0.184  0.08
H  -4.837  0.814  1.719  0.08
H  -2.497  -0.056  1.925  0.09
H  1.134  -0.287  -0.966  0.09
H  1.896  0.080  0.475  0.11
H  0.549  0.958  0.016  0.00
H  1.275  1.785  -2.453  -0.01
H  1.823  0.519  -3.195  0.03
O  1.850  1.015  -2.368  -0.09
H  0.868  3.009  0.848  0.08
H  0.006  2.050  1.706  0.01
O  0.474  2.130  0.823  -0.13
H  -3.910  -1.001  -0.907  0.01
H  -3.930  -1.938  0.186  0.02
O  -4.227  -1.895  -0.725  -0.05
H  4.795  -0.828  0.162  0.03
H  4.598  0.431  -0.451  0.02
O  4.085  -0.392  -0.349  -0.13
H  -1.397  2.403  3.111  0.07
H  -0.597  0.954  3.547  0.03
O  -0.708  1.748  2.998  -0.05
H  3.307  -1.037  2.988  0.01
H  3.546  0.332  3.810  0.03
O  2.951  -0.416  3.651  -0.14
H  3.269  1.755  -0.849  -0.03
H  3.186  3.329  -0.873  0.01
O  3.692  2.575  -0.562  -0.09
H  -1.034  -0.496  -3.509  0.05
H  -1.506  0.663  -2.798  0.04
O  -0.752  0.059  -2.770  -0.06
H  2.175  -1.661  -4.394  0.05
H  1.151  -1.632  -3.159  0.02
O  2.063  -1.533  -3.448  -0.05
H  0.094  -1.429  4.304  0.06
H  1.261  -0.583  3.890  0.01
O  0.271  -0.627  3.792  -0.12
H  -2.773  -2.602  -2.348  0.01
H  -1.826  -3.735  -2.734  0.04
O  -2.100  -2.851  -3.001  -0.06
H  0.319  3.447  -2.527  0.06
H  0.047  2.487  -1.274  0.01
O  -0.174  2.698  -2.187  -0.06

No. 4
The following is a DFT calculation (wB97M-V/def2-TZVPD) of a cluster of 15 separate species, C5H39NO15 in total.

As for the gap between HOMO and LUMO: 9.26 eV. The HOMO energy comes out at -9.601 eV. The calculation puts the relative energy (zero: lowest compared OMol25 entry of this formula, charge and spin) at 210.8 kcal/mol. The net charge is 0.

Each line ends with the Löwdin charge.
Cartesian coordinates (Å):
C  -0.890  -0.409  -0.252  -0.12
C  0.140  0.734  -0.368  -0.06
C  -1.237  -0.717  1.188  -0.42
N  -1.349  -2.036  1.469  -0.09
C  -1.991  -2.416  2.836  -0.01
C  -0.757  -3.092  0.772  -0.07
O  -1.511  0.210  2.019  0.00
H  -1.953  0.070  -0.357  0.12
H  -0.763  -1.261  -0.927  0.08
H  0.461  0.998  -1.234  -0.05
H  1.028  0.346  0.305  0.10
H  -0.168  1.681  0.040  0.08
H  -2.457  -3.352  2.835  0.04
H  -2.939  -1.907  3.146  0.09
H  -1.368  -2.434  3.853  0.13
H  -1.451  -3.896  0.653  0.10
H  0.174  -3.434  1.050  0.07
H  -0.575  -2.660  -0.242  0.06
H  1.019  -4.866  -1.802  0.03
H  -0.165  -3.868  -2.111  -0.02
O  0.227  -4.719  -2.353  -0.09
H  2.449  0.524  4.020  -0.03
H  1.005  0.521  3.329  0.13
O  1.814  1.053  3.724  -0.04
H  -2.805  0.275  -1.987  -0.08
H  -3.537  -1.034  -2.539  0.11
O  -3.090  -0.143  -2.719  -0.02
H  -1.000  0.947  4.327  0.04
H  -1.984  0.017  3.914  -0.07
O  -1.457  0.143  4.649  -0.06
H  -0.599  1.659  -3.279  0.04
H  0.390  1.153  -4.301  0.07
O  0.246  1.234  -3.345  -0.04
H  -2.205  3.332  -0.822  -0.04
H  -2.176  1.858  -0.398  0.01
O  -2.605  2.747  -0.291  0.00
H  -0.746  -1.968  -3.670  -0.01
H  0.578  -2.686  -3.611  0.06
O  -0.119  -2.352  -3.060  -0.05
H  0.607  5.452  0.278  0.07
H  1.430  5.640  -0.886  0.02
O  0.489  5.637  -0.708  -0.09
H  2.230  -2.083  -1.370  -0.01
H  2.941  -2.896  -0.481  0.00
O  2.132  -2.807  -0.842  0.06
H  3.332  0.807  0.711  0.11
H  2.758  -0.747  0.351  0.10
O  2.772  -0.008  1.157  -0.20
H  -2.471  -1.676  -4.716  0.03
H  -1.430  -0.597  -4.878  0.03
O  -1.685  -1.470  -5.209  -0.03
H  1.359  2.882  3.930  -0.07
H  1.112  2.756  2.566  -0.03
O  0.817  3.160  3.316  0.02
H  3.722  2.109  2.476  -0.02
H  3.289  3.566  2.393  0.02
O  3.593  2.823  1.917  0.00
H  2.053  1.669  -1.901  -0.01
H  2.564  0.863  -3.097  0.06
O  2.645  0.977  -2.117  -0.06

No. 5
The following is a DFT calculation (wB97M-V/def2-TZVPD) of an isolated molecule of C5H3Cl2NO2.

As for the gap between HOMO and LUMO: 9.26 eV. The HOMO energy comes out at -10.604 eV. The calculation puts the relative energy (zero: lowest compared OMol25 entry of this formula, charge and spin) at 18.9 kcal/mol. The net charge is 0.

Each line ends with the Löwdin charge.
Cartesian coordinates (Å):
O  -1.635  2.499  -0.812  0.05
C  -0.849  1.534  -0.526  -0.36
N  0.492  1.876  -0.226  0.17
C  1.078  0.717  0.167  -0.43
O  2.267  0.621  0.315  0.12
C  0.128  -0.472  0.018  -0.20
C  0.415  -1.944  0.441  -0.37
Cl  -0.971  -2.279  1.703  0.49
C  -1.016  0.074  -0.420  -0.51
Cl  -2.467  -0.878  -0.823  0.68
H  0.854  2.849  -0.122  0.20
H  1.433  -2.001  0.735  0.07
H  0.271  -2.597  -0.450  0.09

No. 6
The following is a DFT calculation (wB97M-V/def2-TZVPD) of a cluster of 2 separate species, C5H3ClF6 in total.

As for the gap between HOMO and LUMO: 9.16 eV. The HOMO energy comes out at -9.924 eV. The net charge is 0.

Each line ends with the Löwdin charge.
Cartesian coordinates (Å):
C  1.690  -2.032  -0.432  0.09
C  2.972  -2.050  -0.341  -0.49
C  -0.726  -1.020  0.651  -0.10
C  0.661  -0.650  1.089  -0.70
C  1.011  -2.575  -1.633  -0.57
F  3.830  -2.315  -1.282  0.18
F  3.647  -1.726  0.672  0.18
F  1.219  0.415  0.440  0.01
F  1.643  -3.760  -1.968  0.09
F  1.113  -1.788  -2.766  0.10
F  -0.279  -2.882  -1.509  0.12
Cl  1.271  -1.015  2.651  0.78
H  -1.541  -0.580  1.292  0.10
H  -0.824  -2.134  0.758  0.10
H  -0.782  -0.785  -0.461  0.11

No. 7
The following is a DFT calculation (wB97M-V/def2-TZVPD) of the ion C5H3ClN3O4 with charge -1.

As for the gap between HOMO and LUMO: 8.64 eV. The HOMO energy comes out at -5.133 eV. The calculation puts the relative energy (zero: lowest compared OMol25 entry of this formula, charge and spin) at 10.6 kcal/mol. The net charge is -1.

Each line ends with the Löwdin charge.
Cartesian coordinates (Å):
C  1.000  0.661  -0.770  0.00
C  -0.363  0.005  -1.000  -0.48
O  -0.446  -1.074  -1.585  0.05
N  -1.456  0.621  -0.451  0.13
C  -1.785  1.672  0.381  -0.53
O  -1.030  2.540  0.714  0.08
N  -3.042  1.659  0.905  0.22
C  -4.059  0.973  0.936  -0.32
O  -5.161  0.718  1.122  0.18
C  -2.778  -0.056  -1.177  -0.74
O  -3.228  0.469  -2.155  0.03
N  -3.066  -0.992  -0.370  -0.33
Cl  -4.522  -1.860  -0.912  0.46
H  1.437  1.296  -1.518  0.07
H  1.690  -0.260  -0.821  0.10
H  0.981  1.094  0.222  0.06

No. 8
The following is a DFT calculation (wB97M-V/def2-TZVPD) of a cluster of 2 separate species, C5H3IN in total.

As for the gap between HOMO and LUMO (spin up / spin down): 3.78 / 3.79 eV. The HOMO energy (spin up / spin down) comes out at -11.228 / -11.230 eV. The calculation puts the relative energy (zero: lowest compared OMol25 entry of this formula, charge and spin) at 141.5 kcal/mol. The net charge is +1.

Each line ends with the Löwdin charge.
Cartesian coordinates (Å):
C  1.688  1.097  -0.476  -0.16
C  0.511  0.598  -0.160  -0.04
C  2.366  2.029  -0.300  0.12
C  -0.695  0.494  -0.036  -0.12
C  5.381  1.654  -1.094  -0.38
N  -1.948  0.216  0.179  0.09
I  6.336  0.160  -0.296  1.16
H  3.291  2.626  -0.277  0.01
H  -2.343  0.142  1.155  0.15
H  -2.622  0.578  -0.570  0.16

no.,DFT total energy (eV)
1,-35934.5769
2,-34464.9652
3,-33364.6067
4,-38015.5199
5,-35862.7662
6,-34057.4485
7,-30417.3965
8,-14806.3565